(1)
A single C4H8O molecule. Source: OMol25; level of theory: wB97M-V/def2-TZVPD.

As for the largest force on an atom: 0.0143 hartree/bohr. For the relative energy (zero: lowest compared OMol25 entry of this formula, charge and spin), the calculation gives 19.2 kcal per mole. As for the gap between HOMO and LUMO: 0.3921 hartree. As for the structure (SMILES): CC(C)C=O. The calculation puts the HOMO energy at -9.79 eV. Its lowest unoccupied orbital energy is 0.9 eV. Its calculated total energy is -6324.33684 eV.

```
! RIJCOSX wB97M-V def2-TZVPD def2/J DEFGRID3
* xyz 0 1
C -1.3762 0.3314 0.5576
C -0.0587 0.0595 -0.2859
C 0.7161 -1.3055 -0.5397
C 0.8969 1.1215 0.2345
O 0.5083 2.1128 0.8086
H -2.2223 -0.2632 0.2106
H -1.2535 0.2271 1.6444
H -1.6699 1.3912 0.4432
H -0.3674 0.3681 -1.2920
H 1.0168 -1.3921 -1.6002
H 0.1513 -2.2174 -0.3197
H 1.6690 -1.3887 0.0094
H 1.9896 0.9551 0.1291
*
```

(2)
A single C4H8O molecule. Source: OMol25; level of theory: wB97M-V/def2-TZVPD.

As for the largest force on an atom: 0.0077 hartree/bohr. For the relative energy (zero: lowest compared OMol25 entry of this formula, charge and spin), the calculation gives 85.9 kcal per mole. As for the gap between HOMO and LUMO: 0.3086 hartree. The calculation puts the HOMO energy at -8.59 eV. Its lowest unoccupied orbital energy is -0.2 eV. Its calculated total energy is -6321.44304 eV.

```
! RIJCOSX wB97M-V def2-TZVPD def2/J DEFGRID3
* xyz 0 1
C 0.4838 0.7746 1.8290
C 0.5675 0.2452 0.4647
O 0.8606 -0.3628 -2.0781
C -0.6805 0.0100 -0.2898
C -0.3033 -0.8788 -1.4948
H 0.2492 -0.1309 2.4192
H -0.3093 1.5057 2.0426
H 1.4551 1.1304 2.1840
H 1.4175 -0.1556 -1.2957
H -1.5581 -0.3362 0.2850
H -0.9498 1.0122 -0.6773
H -0.1514 -1.9069 -1.1261
H -1.0813 -0.9069 -2.2626
*
```

(3)
A 2-piece molecular cluster, C4H8O overall in a non-equilibrium geometry. Source: OMol25; level of theory: wB97M-V/def2-TZVPD.

As for the largest force on an atom: 0.0498 hartree/bohr. For the relative energy (zero: lowest compared OMol25 entry of this formula, charge and spin), the calculation gives 44.3 kcal per mole. As for the gap between HOMO and LUMO: 0.3884 hartree. As for the structure (SMILES): C=CC.C=O. The calculation puts the HOMO energy at -9.71 eV. Its lowest unoccupied orbital energy is 0.9 eV. Its calculated total energy is -6323.24613 eV.

```
! RIJCOSX wB97M-V def2-TZVPD def2/J DEFGRID3
* xyz 0 1
C -1.8612 0.6463 0.7427
C -1.0390 -0.2054 0.1375
C -0.3324 -1.4280 0.6599
H -2.1128 1.6083 0.3086
H -2.1670 0.3339 1.7308
H -0.7120 0.1564 -0.8640
H -1.0815 -2.1193 1.0542
H 0.2544 -1.0656 1.5064
H 0.3249 -1.9331 -0.0390
C 2.1671 1.0027 -1.3113
O 3.0017 0.3381 -0.7687
H 2.0561 2.0706 -1.0718
H 1.5017 0.5949 -2.0852
*
```